{"formula": "C44H112N8O14", "method": "ωB97M-V/def2-TZVPD", "elements": ["C", "O", "C", "C", "C", "N", "H", "H", "H", "H", "H", "H", "H", "H", "H", "H", "H", "C", "O", "C", "C", "C", "N", "H", "H", "H", "H", "H", "H", "H", "H", "H", "H", "H", "C", "O", "C", "C", "N", "C", "C", "O", "C", "H", "H", "H", "H", "H", "H", "H", "H", "H", "H", "H", "H", "H", "H", "H", "C", "O", "C", "C", "N", "C", "C", "O", "C", "H", "H", "H", "H", "H", "H", "H", "H", "H", "H", "H", "H", "H", "H", "H", "C", "O", "C", "C", "N", "C", "C", "O", "C", "H", "H", "H", "H", "H", "H", "H", "H", "H", "H", "H", "H", "H", "H", "H", "C", "O", "C", "C", "N", "C", "C", "O", "C", "H", "H", "H", "H", "H", "H", "H", "H", "H", "H", "H", "H", "H", "H", "H", "C", "O", "C", "C", "N", "C", "C", "O", "C", "H", "H", "H", "H", "H", "H", "H", "H", "H", "H", "H", "H", "H", "H", "H", "C", "O", "C", "C", "N", "C", "C", "O", "C", "H", "H", "H", "H", "H", "H", "H", "H", "H", "H", "H", "H", "H", "H", "H"], "positions_angstrom": [[-1.1469, 3.0007, -1.7148], [-1.2112, 1.8602, -0.8818], [-0.0294, 1.4632, -0.2507], [0.1981, -0.0418, -0.4530], [-1.0730, -0.9158, -0.5138], [1.1288, -0.5122, 0.5678], [-0.4840, 2.6939, -2.5379], [-0.7239, 3.8912, -1.2457], [-2.1157, 3.1476, -2.1872], [0.8535, 1.9692, -0.6590], [-0.0234, 1.6796, 0.8254], [0.6523, -0.1577, -1.4460], [-1.3122, -1.0654, -1.5669], [-1.8503, -0.3658, 0.0277], [-0.9944, -1.8712, 0.0039], [1.0115, -0.2212, 1.5313], [1.0799, -1.5215, 0.5842], [-3.4612, -3.2097, -1.2792], [-4.6657, -3.9617, -1.2446], [-5.8099, -3.1246, -1.2935], [-6.8085, -3.6262, -2.2928], [-8.0113, -2.6889, -2.4211], [-7.3628, -4.9599, -1.9714], [-3.4421, -2.3176, -0.6426], [-3.4057, -2.7127, -2.2574], [-2.6328, -3.8691, -1.0494], [-6.2990, -3.1019, -0.3092], [-5.5299, -2.0943, -1.5301], [-6.3240, -3.6163, -3.2786], [-7.6476, -1.7068, -2.7466], [-8.4211, -2.4906, -1.4262], [-8.8230, -2.9893, -3.0772], [-6.5966, -5.6030, -1.7794], [-7.7915, -5.3508, -2.8037], [4.6115, 0.9061, 6.6225], [4.5862, -0.0891, 7.6429], [4.3465, -1.4106, 7.1581], [2.8479, -1.6919, 6.8988], [2.3765, -1.4099, 5.5606], [0.9216, -1.5189, 5.5389], [0.2479, -1.5975, 4.1774], [0.3820, -0.4093, 3.4115], [-0.5646, 0.6153, 3.7702], [4.6328, 1.8840, 7.0899], [3.7234, 0.8400, 5.9943], [5.4130, 0.7081, 5.9043], [4.6656, -2.0631, 7.9672], [4.8533, -1.7156, 6.2358], [2.3135, -1.1085, 7.6698], [2.6001, -2.7153, 7.2034], [2.8036, -0.6009, 5.1475], [0.4441, -0.7471, 6.1579], [0.6971, -2.4708, 6.0259], [-0.8029, -1.8867, 4.2214], [0.7861, -2.3674, 3.6208], [-0.2456, 1.5512, 3.3241], [-0.7337, 0.6606, 4.8467], [-1.4850, 0.2403, 3.3142], [-7.6062, 1.5506, -7.2348], [-7.5245, 2.1136, -5.9293], [-7.8010, 1.1212, -4.9565], [-7.7859, 1.7972, -3.6072], [-6.4183, 2.1260, -3.2177], [-6.3378, 3.1222, -2.1479], [-5.6834, 4.4219, -2.6957], [-4.5940, 4.0381, -3.4915], [-3.9642, 5.0429, -4.2216], [-6.7902, 0.8267, -7.3234], [-7.5180, 2.3890, -7.9219], [-8.5310, 1.0160, -7.4759], [-7.1173, 0.2619, -4.9457], [-8.7848, 0.6752, -5.1522], [-8.2159, 1.1855, -2.8113], [-8.3876, 2.7133, -3.6737], [-5.7698, 2.3976, -3.9416], [-5.7887, 2.7438, -1.2856], [-7.3357, 3.4094, -1.8110], [-5.3467, 5.1217, -1.9197], [-6.4238, 4.9778, -3.2886], [-4.5470, 5.3580, -5.0940], [-3.0402, 4.6979, -4.6982], [-3.5737, 5.8880, -3.6448], [7.2251, 1.5960, 1.3003], [5.8928, 1.5748, 1.7471], [5.3257, 0.3391, 2.1002], [3.8454, 0.4969, 2.4239], [3.7967, 1.5610, 3.4514], [2.4344, 1.9842, 3.7314], [2.4315, 3.0716, 4.7780], [2.4648, 4.3968, 4.2329], [3.3286, 5.2614, 4.9234], [7.9263, 1.1411, 1.9983], [7.4793, 2.6189, 1.0229], [7.2300, 1.1186, 0.3084], [5.8613, -0.1991, 2.8924], [5.4939, -0.2844, 1.2062], [3.4559, -0.4504, 2.7965], [3.2768, 0.7876, 1.5362], [4.4709, 2.2825, 3.2450], [1.8029, 1.1868, 4.1150], [1.9267, 2.3622, 2.8277], [3.1502, 2.8933, 5.5766], [1.4254, 3.0020, 5.2185], [4.3588, 5.2416, 4.5445], [3.4262, 5.0067, 5.9855], [2.9772, 6.2925, 4.8858], [-3.2866, -0.4532, 6.6596], [-3.2380, -0.6170, 5.2527], [-4.4082, -1.2736, 4.8094], [-4.2974, -1.5809, 3.3273], [-3.4628, -2.7551, 3.0832], [-3.9448, -3.6685, 2.0873], [-2.8825, -4.7544, 1.8820], [-1.6413, -4.1644, 1.5936], [-0.4836, -4.9776, 1.5879], [-3.3338, -1.3804, 7.2417], [-4.0645, 0.2094, 7.0576], [-2.3150, 0.0296, 6.8347], [-5.3290, -0.6880, 4.9770], [-4.6657, -2.1930, 5.3517], [-4.0391, -0.6976, 2.7302], [-5.3099, -1.7625, 2.9506], [-2.4791, -2.5532, 3.0126], [-4.1307, -3.3116, 1.0656], [-4.8186, -4.1994, 2.4744], [-3.2034, -5.3693, 1.0269], [-2.9359, -5.5043, 2.6821], [0.1842, -4.4636, 0.8901], [-0.7483, -5.9393, 1.1357], [-0.0076, -5.0304, 2.5696], [3.3430, 0.1386, -2.4884], [4.4573, -0.7365, -2.2869], [4.2941, -1.6407, -1.1926], [3.1732, -2.6417, -1.3547], [3.3714, -3.3947, -2.5686], [2.3313, -4.3189, -2.9754], [0.8967, -3.7535, -3.0978], [0.8574, -2.6118, -3.9594], [-0.4789, -2.2389, -4.2382], [3.4267, 0.5123, -3.5070], [3.5068, 0.9987, -1.8342], [2.3646, -0.3160, -2.3443], [4.0700, -1.0274, -0.3120], [5.2435, -2.1687, -1.1210], [2.2022, -2.1279, -1.3165], [3.2116, -3.2163, -0.4216], [3.3958, -2.7142, -3.3245], [2.2794, -5.1455, -2.2574], [2.4840, -4.8990, -3.8872], [0.5190, -3.4319, -2.1216], [0.2557, -4.5053, -3.5657], [-0.5548, -1.8572, -5.2598], [-0.8069, -1.4869, -3.5205], [-1.1460, -3.1050, -4.3074], [6.7343, 1.0739, -7.5308], [6.0427, 1.4271, -6.3567], [6.9337, 1.3380, -5.2478], [6.1607, 1.9103, -4.0333], [6.2727, 3.3941, -3.9972], [5.2694, 4.0193, -3.1545], [5.1763, 3.4359, -1.7443], [3.9877, 3.9614, -1.1923], [3.7423, 3.4789, 0.1236], [7.1186, 0.0441, -7.5618], [7.6353, 1.6836, -7.6695], [6.0514, 1.1435, -8.3768], [7.7997, 1.9812, -5.4133], [7.2276, 0.3472, -4.9013], [6.5791, 1.4381, -3.1471], [5.1083, 1.6516, -4.1745], [6.1562, 3.5996, -4.9832], [4.2434, 4.0033, -3.5570], [5.4325, 5.0959, -3.0390], [6.1082, 3.6829, -1.2239], [5.1151, 2.3514, -1.8489], [3.1335, 2.5717, 0.1841], [3.0126, 4.1813, 0.5412], [4.6341, 3.4825, 0.7407]], "forces_ev_per_a": [[0.946, -1.055, -0.938], [-0.846, 0.290, 0.486], [0.560, -0.485, -0.153], [-0.051, -0.648, 0.417], [-0.192, 1.137, 0.388], [0.843, -0.281, -0.592], [0.146, 0.553, -0.113], [-0.288, 0.030, 0.199], [-0.189, 0.220, 0.462], [-0.080, 0.165, -0.089], [-0.362, 0.101, 0.056], [0.257, 0.047, 0.225], [-0.558, -0.042, 0.258], [-0.359, -0.205, -0.397], [0.406, -0.124, -0.142], [-0.591, 0.293, -0.208], [0.211, -0.087, 0.078], [-0.498, 0.755, -0.802], [0.122, 0.277, 0.367], [-0.351, -0.098, 0.609], [-1.353, -0.411, -1.379], [0.696, 1.257, 0.864], [0.908, -0.126, 0.183], [-0.184, -0.458, 0.669], [0.523, -0.521, -0.306], [0.129, 0.039, -0.137], [0.140, -0.044, 0.084], [-0.011, -0.011, -0.175], [0.252, -0.189, 0.024], [-0.111, -0.041, -0.248], [-0.204, -0.270, -0.021], [0.197, -0.394, -0.097], [0.003, 0.124, 0.149], [-0.183, 0.197, 0.021], [-0.466, -1.111, -0.288], [0.276, -0.177, -0.614], [-1.163, -0.157, 0.103], [0.361, 0.639, 1.131], [-0.364, -1.126, -0.132], [-0.269, 0.106, 0.020], [0.937, 0.105, -0.401], [0.393, 0.566, 0.559], [-0.396, -1.660, -0.638], [0.342, 0.035, 0.037], [-0.245, 0.210, 0.192], [0.369, 0.368, 0.263], [0.124, -0.049, -0.011], [0.572, 0.533, 0.045], [-0.053, 0.254, -0.128], [0.215, -0.193, -0.514], [-0.320, 0.391, -0.087], [-0.053, 0.118, 0.068], [-0.091, -0.031, 0.102], [-0.115, 0.006, 0.417], [-0.072, -0.027, -0.189], [-0.007, 0.069, 0.134], [0.220, 0.292, 0.023], [-0.389, 0.688, 0.134], [0.568, 0.281, 0.281], [-0.398, -0.865, -0.294], [-0.698, -0.039, 0.535], [0.724, 0.535, -0.089], [-0.126, -0.034, 0.992], [0.450, 0.689, -0.606], [-0.472, 0.016, 0.205], [0.746, -0.419, -0.005], [0.861, 0.420, -0.974], [0.082, 0.100, -0.454], [0.252, -0.173, -0.157], [-0.242, 0.138, 0.459], [0.435, 0.279, -0.308], [-0.147, 0.173, 0.025], [-0.120, -0.238, -0.199], [-0.227, -0.046, -0.115], [-0.410, -0.099, -0.421], [0.137, -0.009, 0.027], [-0.065, -0.135, 0.108], [-0.054, -0.244, 0.231], [0.021, -0.140, -0.200], [-0.423, 0.374, 0.362], [-0.141, -0.781, 0.296], [-0.706, 0.162, 0.331], [-0.723, -0.306, -1.283], [-0.329, 1.259, 1.112], [0.520, -1.277, -1.540], [1.269, 1.410, 0.367], [-0.872, -1.824, 0.059], [1.116, 1.069, -0.133], [-2.009, 0.383, -0.021], [0.701, -0.298, 0.056], [0.641, 0.239, 0.523], [0.098, 0.032, 0.004], [0.050, 0.174, 0.696], [0.432, -0.582, 0.245], [0.054, 0.487, 0.369], [-0.470, -0.340, 0.161], [-0.101, 0.000, 0.119], [0.009, -0.165, -0.133], [-0.349, 0.310, -0.210], [0.490, -0.415, -0.071], [-0.090, 0.046, 0.026], [0.243, 0.182, -0.246], [0.148, 0.014, 0.406], [-0.098, -0.068, -0.280], [-0.278, -0.063, 0.014], [-0.200, -0.093, -0.262], [1.544, 0.702, 0.156], [-1.268, -0.678, 0.705], [-0.969, 0.188, -0.808], [-0.259, -0.354, -0.102], [-0.665, 0.695, 0.347], [1.252, -1.151, -0.253], [-0.964, -1.043, -0.589], [-0.016, 0.613, 0.586], [-0.571, 0.412, -0.866], [0.018, -0.198, -0.397], [-0.199, 0.023, -0.549], [-0.281, -0.111, 0.588], [0.393, 0.608, -0.020], [0.772, -0.193, 0.048], [0.517, 0.149, 0.280], [-0.001, -0.465, 0.212], [0.008, 0.066, -0.347], [-0.325, 0.602, 0.457], [-0.229, 0.208, -0.223], [0.019, 0.184, -0.270], [0.803, 0.492, 0.578], [0.230, -0.189, 0.177], [0.353, -0.223, 0.387], [-0.159, -0.338, 0.014], [1.076, 0.300, 0.023], [-0.549, -0.551, -0.403], [-0.211, 0.941, -0.264], [-0.375, 0.303, 0.328], [-0.047, -0.297, -1.287], [-1.424, -0.638, 0.772], [0.535, 0.543, -0.147], [0.158, -0.444, -0.126], [0.146, -0.054, -0.715], [-0.141, -0.142, -0.091], [-0.570, 0.046, 0.216], [0.138, -0.101, 0.067], [0.198, -0.266, 0.263], [0.035, 0.068, 0.178], [0.032, 0.076, -0.068], [-0.005, -0.555, -0.318], [0.496, 0.127, 0.142], [-0.143, 0.178, 0.368], [0.888, 0.708, -0.362], [-0.239, -0.296, 0.113], [-0.091, -0.276, 0.444], [0.416, 0.481, 0.158], [-0.341, -0.115, -0.043], [-0.041, -0.054, 0.655], [0.194, -0.365, -0.627], [0.997, -0.749, 0.068], [-1.420, 1.265, 1.602], [0.485, 0.566, -0.700], [0.453, -1.218, 0.041], [-0.848, 0.719, 0.004], [0.040, -0.153, -1.367], [0.567, -0.466, 0.549], [-1.368, 1.260, 0.051], [-0.272, -0.110, 0.504], [-0.245, 0.334, -0.143], [0.050, 0.356, 0.041], [0.301, -0.181, -0.126], [0.050, -0.451, -0.928], [-0.219, 0.153, 0.229], [-0.002, -0.449, 0.233], [-0.205, 0.837, 0.187], [0.037, -0.511, -0.176], [0.474, -0.065, -0.146], [-0.239, 0.098, 0.527], [-0.031, -0.142, 0.387], [0.774, -0.649, -0.429], [0.355, 0.338, 0.180], [0.084, -0.357, 0.050]], "total_charge": 0, "energy_ev": -88018.4666, "orbital_gap_ha": 0.331, "smiles": "COC[C@H](C)N.COC[C@H](C)N.COCCNCCOC.COCCNCCOC.COCCNCCOC.COCCNCCOC.COCCNCCOC.COCCNCCOC"}